{"formula": "C3H11NS2", "method": "ωB97M-V/def2-TZVPD", "orbital_gap_ha": 0.3529, "multiplicity": 1, "smiles": "CCN.CSS", "e_above_lowest_kcal_mol": 9.4, "homo_ev": -8.9, "elements": ["C", "S", "S", "H", "H", "H", "H", "C", "C", "N", "H", "H", "H", "H", "H", "H", "H"], "coordinates": [[0.4459, -0.8548, 1.3179], [1.3611, 0.2588, 2.3932], [1.4041, 1.9723, 1.3647], [0.7381, -0.7450, 0.2785], [-0.6262, -0.7114, 1.3997], [0.6533, -1.8898, 1.6063], [0.5489, 2.7114, 2.0707], [-1.4190, -0.8838, -4.0402], [-1.5264, -0.8240, -2.5366], [-2.5226, -1.7978, -2.0389], [-2.4172, -0.7747, -4.4760], [-0.8143, -0.0879, -4.4783], [-1.1321, -1.8737, -4.4118], [-0.6220, -0.9571, -1.9456], [-1.9839, 0.1251, -2.2354], [-3.2966, -1.9732, -2.6610], [-2.0729, -2.6338, -1.6977]], "forces_ev_per_angstrom": [[-0.459, -0.374, -0.181], [0.278, -0.885, 0.595], [0.352, 0.734, -0.669], [0.147, 0.140, -0.046], [-0.145, 0.153, -0.003], [0.180, 0.209, 0.172], [-0.365, 0.020, 0.119], [-0.109, -0.166, -0.621], [-1.936, -0.079, 0.441], [0.746, 0.054, 0.725], [-0.085, 0.284, 0.200], [0.211, -0.180, 0.046], [0.510, 0.173, 0.209], [0.196, -0.006, -0.352], [0.628, 0.328, -0.227], [0.217, -0.165, -0.095], [-0.368, -0.241, -0.313]]}